Entry 1:
# C7H36O11

C7H36O11 as an isolated structure (ωB97M-V/def2-TZVPD, OMol25).

ORCA input file:
```
! RIJCOSX wB97M-V def2-TZVPD def2/J DEFGRID3
* xyz 0 1
C -0.539 2.893 -0.600
O -1.351 2.374 0.445
H -0.357 2.049 -1.265
H -1.036 3.631 -1.230
H 0.366 3.340 -0.191
H -1.502 3.157 0.980
C -0.517 -0.010 0.406
C -0.015 -1.195 -0.374
O 1.176 -0.864 -1.062
H -1.393 -0.193 1.030
H -0.919 0.722 -0.295
H 0.303 0.333 1.036
H -0.741 -1.507 -1.124
H 0.193 -2.093 0.208
H 0.942 -0.254 -1.765
C 0.248 -0.963 2.918
C -0.292 -2.017 3.866
O 0.426 -3.223 3.835
H 0.581 -1.380 1.968
H 1.106 -0.600 3.485
H -0.424 -0.120 2.755
H -1.267 -2.338 3.500
H -0.376 -1.765 4.923
H 0.005 -3.859 4.417
C 2.716 0.669 0.007
C 2.021 1.996 -0.294
O 2.729 2.830 -1.202
H 3.701 0.794 0.457
H 2.971 0.175 -0.930
H 2.178 0.063 0.736
H 1.761 2.560 0.602
H 1.080 1.791 -0.805
H 2.604 2.429 -2.065
O 2.429 -0.542 -3.261
H 1.720 -0.146 -2.754
H 1.985 -1.054 -3.936
O -2.855 1.426 -0.848
H -2.964 2.193 -1.410
H -2.213 1.697 -0.192
O -1.830 -2.650 1.129
H -2.736 -2.621 1.436
H -1.747 -1.891 0.552
O -3.313 -0.656 0.205
H -3.674 -0.977 -0.622
H -2.987 0.220 0.000
O -1.481 0.136 -2.293
H -1.937 -0.702 -2.372
H -2.131 0.727 -1.913
O 2.454 -1.998 0.159
H 2.151 -2.901 0.257
H 1.810 -1.590 -0.420
O 0.619 0.483 -2.509
H -0.269 0.132 -2.566
H 0.590 1.294 -3.018
*
```

Calculated values
HOMO-LUMO gap (eV): 8.34
LUMO level (eV): -0.5

These are the natural (NBO) partial charges, in e, on atoms 1 to 5:
1. C -0.29
2. O -0.70
3. H 0.20
4. H 0.17
5. H 0.23

Entry 2:
# C11H8AlClNO4

C11H8AlClNO4 as an isolated structure (ωB97M-V/def2-TZVPD, OMol25).

ORCA input file:
```
! RIJCOSX wB97M-V def2-TZVPD def2/J DEFGRID3
* xyz 3 1
Al -0.603 -0.022 0.037
O -0.258 -2.982 -1.222
C -0.538 -1.949 -0.789
C -0.574 1.940 0.825
O -0.337 2.991 1.235
C -0.650 -0.811 1.985
O -0.453 -1.249 3.040
C -0.617 0.722 -1.937
O -0.390 1.124 -3.009
C -5.023 -0.464 -0.198
H -5.112 -0.632 -1.269
H -5.108 -1.330 0.454
C -5.022 0.801 0.312
H -5.109 0.975 1.386
H -5.115 1.668 -0.345
Cl 4.425 -1.038 -2.433
C 3.581 -0.484 -1.066
C 4.376 -0.058 0.003
C 3.609 0.366 1.058
C 2.236 0.385 1.081
N 1.498 -0.026 0.032
C 2.178 -0.468 -1.058
H 5.474 -0.077 -0.032
H 4.141 0.697 1.917
H 1.722 0.742 1.950
H 1.670 -0.820 -1.957
*
```

Calculated values
HOMO-LUMO gap (alpha / beta) (eV): 5.08 / 5.08
LUMO level (alpha / beta) (eV): -14.0 / -14.0

These are the natural (NBO) partial charges, in e, on atoms 1 to 5:
1. Al 1.17
2. O -0.19
3. C 0.52
4. C 0.52
5. O -0.19

Entry 3:
# C6H10N2O4S3

A single C6H10N2O4S3 molecule (ωB97M-V/def2-TZVPD, OMol25).

ORCA input file:
```
! RIJCOSX wB97M-V def2-TZVPD def2/J DEFGRID3
* xyz 0 1
C 1.551 0.059 0.277
C 1.673 -0.793 -1.013
C 0.111 -0.005 0.713
C 0.229 -1.046 -1.393
C -3.221 1.803 0.454
C -3.616 -0.759 0.420
N -0.495 -0.069 -0.659
N -3.154 -1.989 0.676
O -1.965 -2.083 0.167
O -3.628 -2.776 1.479
O -2.548 -0.723 -2.003
O -2.545 1.331 -0.672
S -4.992 1.769 0.110
S -5.131 -0.292 -0.259
S -2.150 -0.281 -0.701
H 2.057 -0.417 1.104
H 1.894 1.161 0.181
H 2.258 -0.250 -1.743
H 2.411 -1.642 -0.791
H -0.156 -1.035 1.081
H -0.332 0.861 1.231
H 0.211 -0.925 -2.518
H -0.166 -2.158 -1.258
H -3.039 2.929 0.641
H -3.275 1.223 1.384
*
```

Calculated values
HOMO-LUMO gap (eV): 7.91
LUMO level (eV): -0.2

These are the natural (NBO) partial charges, in e, on atoms 1 to 5:
1. C -0.41
2. C -0.42
3. C -0.24
4. C -0.27
5. C -0.25

Entry 4:
# C29H25N5O3SV

C29H25N5O3SV as an isolated structure (ωB97M-V/def2-TZVPD, OMol25).

ORCA input file:
```
! RIJCOSX wB97M-V def2-TZVPD def2/J DEFGRID3
* xyz -2 2
V -1.174 0.665 -0.233
C -2.517 2.503 -0.668
C -3.148 1.726 0.332
C -3.453 0.463 -0.230
C -3.026 0.468 -1.579
C -2.430 1.720 -1.843
H -2.111 3.496 -0.552
H -3.319 2.018 1.357
H -3.927 -0.363 0.277
H -3.103 -0.349 -2.278
H -1.984 2.017 -2.779
N -0.285 -0.728 -0.604
C 0.398 -1.853 -0.991
C 1.678 -1.740 -1.559
C 2.371 -2.864 -1.978
C 1.812 -4.129 -1.849
C 0.551 -4.255 -1.279
C -0.143 -3.139 -0.844
H 2.101 -0.748 -1.670
H 3.355 -2.749 -2.420
H 2.346 -5.004 -2.196
H 0.094 -5.233 -1.187
H -1.127 -3.238 -0.405
N -1.206 -1.385 -3.961
C -2.042 -2.500 -4.149
C -2.136 -3.092 -5.412
C -2.990 -4.157 -5.632
C -3.781 -4.658 -4.605
C -3.696 -4.072 -3.354
C -2.833 -3.005 -3.122
S -4.871 -6.047 -4.924
O -5.695 -5.611 -6.047
O -5.606 -6.236 -3.679
O -3.971 -7.146 -5.259
H -0.379 -1.421 -4.537
H -0.937 -1.204 -3.001
H -1.530 -2.701 -6.224
H -3.058 -4.613 -6.613
H -4.314 -4.469 -2.559
H -2.758 -2.570 -2.131
N 3.743 2.985 4.298
C 4.314 3.837 5.217
C 5.503 3.800 5.919
C 5.771 4.861 6.787
C 4.864 5.910 6.927
C 3.668 5.939 6.216
C 3.379 4.891 5.345
N 2.290 4.680 4.541
C 2.516 3.522 3.913
C 1.674 2.883 2.982
C 1.971 1.647 2.335
C 1.136 1.073 1.442
N -0.106 1.613 1.042
C -0.394 2.821 1.709
C 0.416 3.427 2.606
H 4.116 2.111 3.983
H 6.204 2.982 5.805
H 6.693 4.867 7.355
H 5.097 6.721 7.608
H 2.966 6.757 6.329
H 2.894 1.111 2.536
H 1.388 0.137 0.969
H -1.345 3.270 1.468
H 0.092 4.357 3.056
*
```

Calculated values
HOMO-LUMO gap (alpha / beta) (eV): 4.95 / 4.90
LUMO level (alpha / beta) (eV): 4.0 / 4.0
Expectation value of S²: 0.79

These are the natural (NBO) partial charges, in e, on atoms 1 to 5:
1. V 0.88
2. C -0.33
3. C -0.32
4. C -0.33
5. C -0.28

Listing energy relative to the best compared isomer or geometry (same formula, charge and spin) for the structures above in their given order: 1293.8 0.0 264.7 12.2 kJ/mol.